Entry from the Open Molecules 2025 dataset: a molecular structure, C27H74Mn2N2O35S9 in a non-equilibrium geometry (wB97M-V/def2-TZVPD).

For the molar mass, the calculation gives 1385.3 g/mol. For the gap between HOMO and LUMO (alpha / beta), the calculation gives 8.085 / 8.479 eV.

Structure (ORCA input):
```
! wB97M-V def2-TZVPD RIJCOSX def2/J DEFGRID3
* xyz 0 11
Mn -0.042 -0.839 -2.018
Mn -0.910 1.830 -1.078
S 0.396 5.130 -1.138
S -2.432 2.677 1.908
S 0.908 -4.926 4.127
S 2.461 0.619 4.943
S 7.595 -2.294 0.196
S -3.917 2.758 -2.710
S -5.120 -2.042 2.690
S 2.339 -0.551 -4.867
S -1.867 -1.475 -4.820
O -3.444 -1.876 -4.412
O 8.080 -2.793 1.487
O 2.906 1.134 0.548
O -1.053 -1.596 -3.626
O 2.020 -1.394 -6.029
O -4.208 4.360 -2.691
O 1.151 1.761 -0.427
O 1.695 -0.937 -3.640
O -5.978 -2.936 3.456
O -2.762 2.587 -1.874
O -3.562 -2.546 2.761
O -0.503 -2.810 -1.201
O -0.175 1.063 -2.823
O -5.162 1.996 -2.449
O -1.603 -4.676 -1.339
O 2.600 -0.795 5.269
O 1.916 -0.081 -0.852
O 0.258 -3.827 3.083
O 1.682 5.235 -2.160
O -3.981 2.821 1.206
O -0.357 6.345 -1.298
O -1.467 2.477 0.838
O 0.103 -4.298 -2.542
O -2.247 3.625 3.005
O 1.251 1.146 4.254
O 0.027 -6.103 4.137
O -1.192 -0.101 -0.483
O -1.901 -0.174 -5.510
O 2.338 -5.080 3.744
O 3.987 -0.534 -4.682
O 2.749 1.576 6.270
O 7.726 -0.883 -0.257
O -0.191 3.772 -1.285
O -5.133 -0.608 2.779
O 5.983 -2.717 -0.052
N 2.009 0.956 -0.217
N -0.668 -3.989 -1.671
C -5.275 -2.864 -3.162
C -2.630 -4.366 1.389
C -3.765 -2.811 -3.369
C -3.226 -3.932 2.740
C 3.886 1.891 8.468
C 2.104 1.236 -5.248
C 4.572 -0.810 -3.408
C -6.369 2.303 1.583
C -5.403 -2.393 1.008
C 5.115 -2.214 0.873
C 0.159 -1.622 1.975
C 0.815 -3.948 5.699
C 3.945 1.105 3.945
C 4.752 0.525 -2.757
C -3.442 2.689 -4.527
C 3.757 -2.805 0.574
C 0.623 -2.442 3.166
C -5.453 4.864 -3.036
C -1.448 -2.824 -5.924
C -6.127 5.181 -1.694
C 2.625 4.111 -2.256
C 3.861 4.768 -2.880
C -2.613 0.975 2.636
C -5.015 2.972 2.129
C 1.313 5.245 0.427
C 8.365 -3.446 -1.174
C 3.876 1.244 7.052
H 4.981 -1.135 0.793
H 1.990 6.098 0.476
H -5.358 5.829 -3.534
H -2.306 -2.957 -6.582
H -3.247 1.651 -4.793
H 1.711 -2.385 3.150
H -3.329 -2.380 -2.468
H -6.083 4.309 -3.731
H 5.036 0.466 -1.706
H 2.914 3.825 -1.244
H -1.608 0.671 2.931
H -5.570 5.976 -1.198
H 1.394 -3.032 5.594
H 0.489 -0.594 2.127
H -7.146 5.500 -1.912
H 3.088 1.659 -5.451
H -5.227 4.032 2.274
H -5.959 4.349 -1.010
H -0.472 -2.621 -6.365
H -4.832 -1.768 0.321
H 1.879 4.357 0.706
H -2.535 3.283 -4.640
H 1.762 1.649 -4.299
H 3.984 2.975 8.410
H 1.267 1.305 -5.942
H -1.365 -3.747 -5.351
H -2.577 -5.454 1.433
H 5.468 -2.416 1.885
H 3.652 -3.849 0.869
H -5.707 -1.897 -2.906
H -4.872 2.551 3.124
H 4.119 0.184 7.129
H -4.285 3.091 -5.090
H 4.518 3.970 -3.224
H 2.993 -2.283 1.151
H -0.237 -3.719 5.875
H 9.043 -4.114 -0.643
H 0.703 -2.088 1.154
H -1.719 -3.828 1.127
H 3.962 -1.515 -2.843
H 5.430 1.168 -3.319
H 3.983 2.160 3.673
H 2.957 1.722 9.012
H 4.857 0.861 4.490
H -1.031 -0.173 0.478
H -5.825 -3.235 -4.026
H -6.462 -2.405 0.751
H 0.517 5.446 1.144
H 3.759 0.950 -2.905
H 3.606 5.405 -3.727
H 4.723 1.574 6.451
H 8.881 -2.878 -1.948
H -3.213 -4.105 0.506
H -3.282 1.075 3.491
H -4.049 -4.595 3.009
H 5.521 -1.341 -3.481
H -3.222 -3.738 -3.557
H 1.175 -4.556 6.529
H 4.356 5.540 -2.290
H -6.550 2.479 0.523
H -0.910 -1.613 1.760
H -6.136 1.257 1.386
H 3.851 0.484 3.055
H -2.832 0.330 1.785
H -5.092 -3.427 0.859
H -2.386 -4.073 3.420
H -5.398 -3.509 -2.292
H 7.519 -3.992 -1.590
H 0.001 1.324 -3.748
H 2.165 3.291 -2.808
H 4.722 1.554 9.080
H -7.181 2.347 2.309
H 3.533 -2.820 -0.492
H 0.190 -2.074 4.096
*
```

***

Entry from the Open Molecules 2025 dataset: a molecular structure, C27H74N6O11PSn3 in a non-equilibrium geometry (wB97M-V/def2-TZVPD).

For the molar mass, the calculation gives 1046.0 g/mol. For the gap between HOMO and LUMO, the calculation gives 3.601 eV.

Structure (ORCA input):
```
! wB97M-V def2-TZVPD RIJCOSX def2/J DEFGRID3
* xyz 3 1
Sn 2.671 -0.777 -4.155
Sn -1.086 1.634 -4.233
Sn 2.767 3.195 -1.949
P 0.732 0.454 -1.538
O 0.226 1.917 -1.813
O 2.289 0.382 -1.544
O 5.048 1.807 3.860
O -6.120 0.817 -0.567
O 0.195 -0.293 -2.819
O -2.098 -0.005 4.310
O 1.156 -2.770 -0.875
O 2.687 5.436 -0.048
O -2.343 -5.287 0.256
O 0.113 -0.108 -0.301
O 2.097 -2.323 -6.063
N -2.279 -1.602 -0.067
N 2.791 1.438 0.943
N 2.008 -3.451 -3.396
N -2.568 1.300 -1.511
N 0.141 4.860 -0.902
N -0.124 1.809 1.839
C 0.368 5.552 0.416
C 3.770 0.894 1.893
C 2.636 -2.069 -7.374
C -0.635 2.528 4.081
C 2.114 -3.013 0.174
C -1.697 0.406 3.026
C 3.283 6.740 0.088
C -1.965 -4.030 -0.315
C -4.198 3.015 -0.914
C 1.720 5.166 0.947
C 2.151 -4.525 0.405
C -3.765 1.556 -0.679
C 1.829 -3.722 -5.810
C 1.632 -2.351 1.465
C -4.837 0.556 -1.071
C -0.187 -3.119 -4.404
C -3.437 -0.392 4.465
C -6.199 0.957 0.843
C 5.011 0.445 1.139
C 1.131 -3.865 -4.479
C -1.824 -6.384 -0.436
C -0.477 1.297 3.185
C -2.541 -2.915 0.555
C -4.061 -3.081 0.638
C 4.000 1.962 2.945
C 5.013 0.645 4.686
C -0.840 5.228 1.280
H -4.512 -3.243 -0.346
H 2.760 -5.012 -0.368
H -4.426 -2.169 1.108
H -1.829 5.596 1.006
H 2.813 -1.006 -7.533
H 5.099 0.940 5.731
H 0.784 -1.874 -0.846
H -0.666 5.741 2.236
H -2.130 -6.512 -1.482
H 1.712 4.122 1.285
H -5.109 3.363 -0.436
H -4.914 0.582 -2.162
H -2.253 0.378 -1.176
H -2.511 0.840 2.426
H -3.695 -0.535 5.513
H -0.725 -6.416 -0.449
H 5.730 -0.137 1.715
H 1.910 5.705 1.879
H -0.687 -3.472 -3.497
H 4.197 2.989 2.606
H 2.811 -4.181 -5.642
H 2.610 -4.889 1.322
H -1.805 1.845 -1.104
H -2.157 -7.272 0.096
H -4.539 -0.449 -0.750
H -0.072 -2.042 -4.259
H -3.387 3.715 -0.692
H -1.363 -1.232 0.202
H 3.542 7.002 1.114
H 4.264 6.686 -0.387
H -3.589 1.567 0.403
H 1.769 -1.277 1.332
H 0.296 1.092 1.241
H -4.112 0.330 3.996
H 1.873 1.572 1.376
H 1.917 -2.356 -8.142
H 2.649 7.478 -0.398
H 1.307 -4.219 -6.626
H -2.195 -1.715 -1.075
H -7.271 0.942 1.036
H 0.573 -2.616 1.485
H -5.823 0.084 1.387
H 4.198 -0.041 4.457
H 2.706 -4.112 -3.062
H 2.521 0.726 0.272
H -3.667 -1.395 4.077
H -2.102 -3.110 1.533
H 1.162 -4.966 0.286
H 1.427 -3.338 -2.547
H 0.382 2.833 4.330
H 1.003 -4.936 -4.282
H 3.305 0.000 2.324
H -0.911 4.159 1.474
H -4.370 -3.990 1.154
H -1.233 3.267 3.553
H -1.423 -0.506 2.473
H 0.123 3.857 -0.692
H 0.299 6.633 0.262
H -1.078 2.305 5.051
H -0.831 -3.312 -5.259
H 2.109 -2.675 2.386
H 5.951 0.111 4.496
H 4.770 -0.222 0.305
H 3.060 2.204 3.478
H -0.844 4.987 -1.129
H 5.571 1.302 0.754
H -0.962 2.092 1.343
H 0.333 0.682 3.581
H -0.884 -4.001 -0.136
H -5.787 1.900 1.209
H -2.249 -4.104 -1.372
H -4.374 3.095 -1.995
H 3.081 -2.677 -0.210
H 3.571 -2.628 -7.414
*
```